Entry from the OMol25 dataset: 16 unconnected molecules or ions with the total composition C76H195N11O27 at a distorted geometry (ωB97M-V/def2-TZVPD).

Last column: Löwdin charge in e.
Positions of all 309 atoms, in Å:
C1 2.965 -3.102 5.387  -0.09
O1 3.304 -2.428 4.188  -0.22
C2 4.707 -2.434 3.884  -0.18
C3 5.181 -3.649 3.038  -0.18
N1 4.300 -3.872 1.889  -0.07
C4 4.269 -5.123 1.125  -0.14
C5 5.640 -5.254 0.382  -0.17
O2 6.231 -6.504 0.767  -0.21
C6 6.844 -6.683 2.050  -0.10
H1 2.219 -2.475 5.891  0.08
H2 3.797 -3.296 6.028  0.08
H3 2.569 -4.077 5.085  0.09
H4 5.384 -2.465 4.736  0.11
H5 4.840 -1.478 3.321  0.13
H6 5.190 -4.548 3.673  0.11
H7 6.190 -3.461 2.710  0.11
H8 3.351 -3.629 2.088  0.08
H9 3.459 -5.166 0.373  0.11
H10 4.210 -5.984 1.811  0.11
H11 6.311 -4.434 0.585  0.11
H12 5.482 -5.275 -0.670  0.09
H13 7.344 -7.640 2.111  0.08
H14 6.081 -6.643 2.848  0.07
H15 7.549 -5.886 2.246  0.08
C7 -5.749 -8.947 -9.017  -0.13
O3 -5.428 -8.125 -7.935  -0.19
C8 -4.139 -7.563 -8.077  -0.26
C9 -3.761 -6.724 -6.897  -0.27
N2 -4.634 -5.608 -6.688  -0.04
C10 -4.207 -4.956 -5.403  -0.20
C11 -4.964 -3.709 -5.137  -0.19
O4 -4.015 -2.935 -4.321  -0.25
C12 -4.662 -1.708 -3.901  -0.07
H16 -6.541 -9.643 -8.689  0.09
H17 -4.840 -9.527 -9.369  0.10
H18 -6.123 -8.314 -9.812  0.08
H19 -4.109 -6.824 -8.866  0.12
H20 -3.431 -8.399 -8.163  0.13
H21 -2.700 -6.372 -7.174  0.15
H22 -3.713 -7.405 -6.018  0.13
H23 -5.603 -5.906 -6.662  0.11
H24 -3.121 -4.679 -5.414  0.12
H25 -4.265 -5.633 -4.569  0.11
H26 -5.890 -3.856 -4.568  0.13
H27 -5.179 -3.113 -6.013  0.12
H28 -4.965 -1.186 -4.807  0.08
H29 -3.995 -1.059 -3.333  0.07
H30 -5.588 -1.964 -3.329  0.10
C13 -0.720 4.519 5.302  -0.09
O5 -0.985 5.559 4.349  -0.23
C14 -0.966 6.812 5.109  -0.19
C15 -2.072 7.761 4.575  -0.14
N3 -3.442 7.095 4.920  -0.03
C16 -4.560 7.734 4.263  -0.23
C17 -5.880 7.213 4.750  -0.27
O6 -6.765 8.290 4.841  -0.18
C18 -8.105 7.813 4.989  -0.10
H31 -0.660 3.624 4.681  0.06
H32 -1.527 4.489 6.085  0.11
H33 0.316 4.623 5.806  0.11
H34 -0.035 7.331 5.033  0.10
H35 -1.150 6.639 6.169  0.11
H36 -1.934 8.095 3.547  0.08
H37 -1.948 8.669 5.173  0.11
H38 -3.326 6.164 4.527  0.07
H39 -4.512 7.737 3.154  0.12
H40 -4.569 8.825 4.590  0.14
H41 -5.725 6.637 5.652  0.12
H42 -6.304 6.460 4.046  0.13
H43 -8.098 6.954 5.636  0.08
H44 -8.614 7.634 4.039  0.09
H45 -8.625 8.596 5.551  0.09
C19 1.413 -0.700 -4.396  -0.08
O7 2.239 -0.042 -5.391  -0.19
C20 3.327 -0.874 -5.732  -0.23
C21 4.284 -0.052 -6.610  -0.25
N4 4.815 1.125 -5.990  -0.05
C22 5.674 1.835 -6.939  -0.21
C23 6.252 3.068 -6.272  -0.24
O8 5.177 3.903 -5.911  -0.22
C24 5.546 5.131 -5.243  -0.07
H46 0.602 -0.002 -4.236  0.06
H47 1.972 -0.782 -3.432  0.08
H48 1.083 -1.675 -4.744  0.09
H49 2.990 -1.765 -6.281  0.13
H50 3.991 -1.024 -4.844  0.12
H51 3.668 0.101 -7.483  0.11
H52 5.145 -0.622 -6.901  0.08
H53 4.165 1.799 -5.545  0.11
H54 5.051 2.112 -7.812  0.13
H55 6.504 1.224 -7.284  0.12
H56 6.912 3.605 -6.939  0.11
H57 6.799 2.744 -5.396  0.12
H58 6.074 4.842 -4.324  0.09
H59 4.665 5.709 -5.086  0.07
H60 6.184 5.673 -5.976  0.09
C25 -3.996 3.504 3.158  -0.12
O9 -3.707 4.717 2.559  -0.21
C26 -3.427 4.611 1.169  -0.20
C27 -2.916 5.925 0.674  -0.21
N5 -1.740 6.238 1.425  -0.05
C28 -1.197 7.535 1.045  -0.21
C29 -0.235 7.521 -0.107  -0.26
O10 -0.813 7.389 -1.374  -0.18
C30 0.248 7.399 -2.343  -0.08
H61 -4.978 3.043 2.854  0.10
H62 -4.150 3.673 4.193  0.07
H63 -3.159 2.726 2.969  0.09
H64 -4.355 4.313 0.626  0.14
H65 -2.677 3.798 1.126  0.11
H66 -3.601 6.772 0.936  0.13
H67 -2.797 5.858 -0.412  0.12
H68 -1.949 6.197 2.432  0.08
H69 -0.647 7.971 1.837  0.09
H70 -2.027 8.262 0.814  0.14
H71 0.527 6.724 0.138  0.12
H72 0.247 8.544 -0.075  0.14
H73 -0.245 7.255 -3.290  0.09
H74 0.908 6.561 -2.183  0.07
H75 0.835 8.311 -2.316  0.09
C31 4.419 1.932 1.915  -0.09
O11 4.391 2.434 3.259  -0.19
C32 3.196 2.156 3.970  -0.24
C33 3.469 2.443 5.413  -0.15
N6 2.324 1.998 6.265  -0.07
C34 2.232 0.649 6.688  -0.23
C35 1.119 0.446 7.699  -0.25
O12 1.513 1.201 8.800  -0.18
C36 0.618 0.964 9.899  -0.09
H76 4.073 0.881 1.773  0.08
H77 5.380 2.085 1.566  0.06
H78 3.768 2.492 1.220  0.08
H79 2.912 1.144 3.746  0.11
H80 2.452 2.842 3.623  0.10
H81 3.650 3.472 5.414  0.10
H82 4.386 1.899 5.736  0.13
H83 2.119 2.668 6.968  0.09
H84 3.204 0.551 7.222  0.13
H85 2.139 0.004 5.829  0.10
H86 1.004 -0.600 8.031  0.12
H87 0.137 0.752 7.285  0.12
H88 -0.357 1.451 9.777  0.09
H89 1.123 1.389 10.739  0.08
H90 0.469 -0.044 10.181  0.07
C37 2.914 -5.014 -9.330  -0.09
O13 3.793 -4.261 -8.486  -0.19
C38 5.021 -3.945 -9.172  -0.23
C39 5.872 -3.175 -8.215  -0.24
N7 6.519 -3.966 -7.208  -0.04
C40 7.060 -3.106 -6.162  -0.22
C41 7.726 -3.858 -5.043  -0.24
O14 6.776 -4.702 -4.385  -0.22
C42 7.358 -5.491 -3.364  -0.10
H91 3.583 -5.790 -9.744  0.09
H92 2.511 -4.528 -10.173  0.07
H93 2.183 -5.489 -8.717  0.08
H94 4.779 -3.466 -10.109  0.12
H95 5.510 -4.845 -9.531  0.12
H96 5.157 -2.377 -7.852  0.11
H97 6.640 -2.635 -8.783  0.13
H98 5.855 -4.619 -6.809  0.11
H99 6.220 -2.645 -5.558  0.13
H100 7.796 -2.351 -6.564  0.14
H101 8.158 -3.135 -4.360  0.12
H102 8.502 -4.521 -5.495  0.13
H103 8.183 -6.045 -3.812  0.08
H104 6.635 -6.195 -2.996  0.08
H105 7.789 -4.828 -2.567  0.10
C43 -9.557 1.664 12.529  -0.11
O15 -10.105 0.982 11.380  -0.19
C44 -9.042 0.406 10.603  -0.23
C45 -7.803 1.246 10.356  -0.26
N8 -6.823 0.533 9.528  -0.06
C46 -6.351 1.321 8.359  -0.19
C47 -5.263 0.498 7.628  -0.25
O16 -4.727 1.291 6.634  -0.18
C48 -3.900 0.613 5.693  -0.08
H106 -9.002 2.559 12.173  0.08
H107 -8.903 1.000 13.069  0.08
H108 -10.445 2.012 13.131  0.10
H109 -9.408 0.163 9.568  0.13
H110 -8.659 -0.562 11.029  0.13
H111 -7.277 1.472 11.240  0.09
H112 -8.051 2.239 9.822  0.15
H113 -6.032 0.395 10.129  0.10
H114 -5.950 2.260 8.584  0.09
H115 -7.187 1.468 7.666  0.13
H116 -5.909 -0.303 7.238  0.13
H117 -4.492 0.084 8.258  0.12
H118 -3.153 0.067 6.220  0.07
H119 -3.361 1.345 5.105  0.07
H120 -4.521 -0.046 5.120  0.09
C49 0.507 -2.498 2.614  -0.15
O17 0.802 -3.498 1.691  -0.20
C50 -0.395 -4.278 1.594  -0.17
C51 -0.107 -5.419 0.576  -0.19
N9 0.498 -4.825 -0.589  -0.06
C52 0.821 -5.731 -1.662  -0.18
C53 1.543 -4.851 -2.723  -0.20
O18 2.672 -4.198 -2.160  -0.21
C54 3.568 -3.710 -3.115  -0.10
H121 1.272 -1.783 2.686  0.06
H122 0.349 -2.997 3.552  0.09
H123 -0.462 -2.051 2.419  0.07
H124 -1.121 -3.567 1.130  0.09
H125 -0.625 -4.601 2.661  0.15
H126 -1.009 -5.956 0.312  0.09
H127 0.621 -6.122 1.038  0.12
H128 1.281 -4.246 -0.309  0.09
H129 -0.041 -6.171 -2.066  0.10
H130 1.566 -6.531 -1.413  0.13
H131 0.844 -4.096 -3.126  0.11
H132 1.953 -5.542 -3.506  0.13
H133 4.120 -4.453 -3.720  0.09
H134 4.270 -3.097 -2.512  0.08
H135 3.111 -2.969 -3.734  0.05
C55 1.787 2.758 -3.330  -0.02
O19 1.803 3.968 -2.487  -0.18
C56 1.125 3.839 -1.280  -0.24
C57 -0.412 3.787 -1.404  -0.19
N10 -0.983 2.482 -1.515  -0.05
C58 -2.242 2.295 -2.246  -0.17
C59 -2.237 2.650 -3.728  -0.20
O20 -1.648 1.577 -4.453  -0.23
C60 -1.695 1.609 -5.856  -0.11
H136 1.918 1.905 -2.673  0.07
H137 2.581 2.882 -4.043  0.08
H138 0.813 2.625 -3.793  0.08
H139 1.449 4.656 -0.594  0.11
H140 1.454 2.964 -0.702  0.10
H141 -0.630 4.355 -2.292  0.10
H142 -0.882 4.354 -0.554  0.11
H143 -0.365 1.684 -1.729  0.10
H144 -3.070 2.859 -1.830  0.11
H145 -2.558 1.223 -2.187  0.13
H146 -1.758 3.540 -4.009  0.10
H147 -3.254 2.628 -3.960  0.10
H148 -1.113 2.432 -6.280  0.08
H149 -2.717 1.679 -6.266  0.09
H150 -1.176 0.675 -6.227  0.10
C61 -0.531 0.439 4.311  -0.06
O21 -1.379 1.052 3.348  -0.21
C62 -0.673 1.859 2.487  -0.27
C63 0.354 1.267 1.580  -0.18
N11 -0.202 0.208 0.719  -0.04
C64 0.802 -0.619 0.083  -0.19
C65 0.210 -1.535 -0.976  -0.19
O22 -0.453 -0.859 -2.042  -0.20
C66 -1.317 -1.734 -2.806  -0.07
H151 0.137 1.193 4.786  0.08
H152 0.053 -0.387 3.874  0.07
H153 -1.321 0.111 5.065  0.09
H154 -0.183 2.630 3.061  0.09
H155 -1.330 2.425 1.838  0.10
H156 1.118 0.780 2.214  0.11
H157 0.840 2.097 1.006  0.12
H158 -0.809 0.747 0.039  0.11
H159 1.330 -1.156 0.853  0.08
H160 1.599 -0.003 -0.456  0.12
H161 -0.453 -2.264 -0.515  0.10
H162 0.992 -2.103 -1.447  0.10
H163 -1.548 -1.114 -3.707  0.09
H164 -2.179 -2.138 -2.325  0.05
H165 -0.746 -2.621 -3.093  0.08
C67 4.286 0.376 -1.481  -0.07
C68 4.824 -0.799 -0.629  -0.28
O23 3.779 -1.199 0.273  -0.10
H166 3.421 0.027 -2.039  0.04
H167 5.004 0.892 -2.155  0.09
H168 3.914 1.130 -0.782  0.05
H169 5.724 -0.507 -0.012  0.12
H170 5.121 -1.527 -1.368  0.07
H171 4.071 -1.932 0.828  0.04
C69 3.232 5.465 2.237  -0.06
C70 1.815 5.846 2.496  -0.35
O24 0.934 4.915 1.944  -0.08
H172 3.891 6.233 2.619  0.08
H173 3.406 5.314 1.140  0.10
H174 3.363 4.499 2.690  0.04
H175 1.521 6.765 2.080  0.08
H176 1.782 5.883 3.634  0.13
H177 0.051 5.151 2.180  0.03
C71 -1.081 -2.429 -8.192  -0.08
C72 -2.211 -2.634 -7.208  -0.34
O25 -1.641 -2.988 -5.972  -0.09
H178 -0.331 -1.841 -7.653  0.07
H179 -1.527 -1.802 -8.987  0.09
H180 -0.615 -3.337 -8.501  0.06
H181 -2.784 -3.455 -7.613  0.09
H182 -2.866 -1.726 -7.162  0.13
H183 -2.297 -2.811 -5.315  0.01
C73 -3.966 -0.004 1.766  -0.07
C74 -3.325 -1.178 2.357  -0.29
O26 -2.408 -1.723 1.431  -0.12
H184 -4.667 -0.262 1.007  0.08
H185 -3.218 0.588 1.265  0.07
H186 -4.502 0.600 2.476  0.06
H187 -4.026 -2.023 2.478  0.14
H188 -2.771 -0.876 3.251  0.10
H189 -1.746 -1.073 1.281  0.03
C75 -3.707 -5.497 -0.198  -0.08
C76 -3.223 -4.123 -0.779  -0.30
O27 -3.973 -3.040 -0.239  -0.08
H190 -3.197 -6.397 -0.596  0.07
H191 -4.754 -5.585 -0.370  0.05
H192 -3.600 -5.522 0.920  0.08
H193 -3.317 -4.195 -1.875  0.10
H194 -2.157 -3.914 -0.516  0.08
H195 -3.396 -2.515 0.286  -0.01

Calculated values
**Energy above the lowest of the compared OMol25 structures with the same formula, charge and spin**: 0.0 kcal/mol
**LUMO**: 0.427 eV
**HOMO-LUMO gap**: 8.59 eV
**E_HOMO**: -8.16 eV
**DFT total energy**: -153628.632 eV